{
  "formula": "C6H6N3O",
  "method": "wB97M-V/def2-TZVPD",
  "species": ["C", "C", "C", "C", "C", "C", "N", "N", "N", "O", "H", "H", "H", "H", "H", "H"],
  "positions_angstrom": [[2.388, -0.169, 0.630], [1.827, -1.236, -0.026], [2.076, 1.251, 0.353], [0.737, -0.980, -0.863], [0.987, 1.203, -0.421], [-2.503, 0.379, 0.202], [0.468, 0.245, -1.008], [-1.802, -0.568, 0.428], [-3.636, 0.976, -0.177], [-0.834, -1.258, 0.775], [3.168, -0.443, 1.499], [1.987, -2.268, 0.253], [2.660, 2.093, 0.706], [0.368, -1.702, -1.601], [-3.900, 1.777, 0.375], [-3.990, 0.700, -1.126]],
  "total_charge": 1,
  "de_lowest_ev": 7.005,
  "lumo_energy_ev": [-6.5, -6.5]
}

{
  "formula": "C6H6N3P",
  "method": "wB97M-V/def2-TZVPD",
  "species": ["C", "C", "C", "C", "C", "C", "N", "N", "N", "P", "H", "H", "H", "H", "H", "H"],
  "positions_angstrom": [[2.419, 0.303, 0.041], [1.845, -1.016, -0.043], [1.594, 1.432, -0.096], [0.473, -1.048, -0.194], [-0.291, 0.183, -0.097], [-1.663, -0.241, 0.057], [0.252, 1.402, -0.086], [-0.361, -2.105, -0.195], [-1.576, -1.606, -0.125], [-3.027, 0.911, -0.137], [3.512, 0.372, 0.097], [2.413, -1.891, -0.197], [1.932, 2.372, 0.044], [-2.436, -2.250, -0.051], [-1.947, 1.920, -0.242], [-3.138, 1.263, 1.223]],
  "smiles": "Pc1[nH]nc2cccnc12",
  "de_lowest_ev": 0.000,
  "lumo_energy_ev": 0.0
}

{
  "formula": "C6H6N4O",
  "method": "wB97M-V/def2-TZVPD",
  "species": ["C", "C", "C", "C", "C", "C", "N", "N", "N", "N", "O", "H", "H", "H", "H", "H", "H"],
  "positions_angstrom": [[-0.375, -1.797, 3.112], [-0.236, 0.167, -2.839], [-0.333, -0.595, 2.532], [-0.068, 1.548, -2.695], [1.430, -1.825, 1.963], [0.258, 0.549, -0.848], [0.732, -2.534, 2.759], [0.032, -0.431, -1.618], [0.310, 1.756, -1.390], [0.819, -0.598, 1.790], [1.264, 0.486, 1.238], [-1.148, -2.270, 3.824], [-0.493, -0.526, -3.631], [-0.935, 0.209, 2.561], [-0.132, 2.266, -3.413], [2.327, -1.900, 1.455], [0.329, 2.505, -0.759]],
  "de_lowest_ev": 6.484,
  "lumo_energy_ev": [-0.6, -1.5]
}

{
  "formula": "C6H6N6",
  "method": "wB97M-V/def2-TZVPD",
  "species": ["C", "C", "C", "C", "C", "C", "N", "N", "N", "N", "N", "N", "H", "H", "H", "H", "H", "H"],
  "positions_angstrom": [[2.792, 0.088, -0.247], [1.024, -1.065, 0.036], [0.651, 0.284, 0.229], [0.103, -2.113, -0.131], [-1.354, 1.606, -0.136], [-1.802, -0.914, 0.535], [2.368, -1.128, -0.255], [-1.165, -1.974, 0.048], [-2.563, 0.890, -0.617], [-2.700, -0.252, -0.267], [1.798, 1.001, 0.017], [-0.531, 0.760, 0.622], [3.801, 0.391, -0.441], [0.442, -3.065, -0.516], [-0.904, 2.022, -1.048], [-1.778, 2.419, 0.466], [-2.098, -0.946, 1.586], [1.916, 1.995, 0.121]],
  "smiles": "C1=N/C=c2/nc[nH]/c2=N\\C\\N=N/1",
  "de_lowest_ev": 3.434,
  "lumo_energy_ev": 0.4
}

{
  "formula": "C6H6N6S",
  "method": "wB97M-V/def2-TZVPD",
  "species": ["C", "C", "C", "C", "C", "C", "H", "H", "H", "H", "H", "H", "N", "N", "N", "N", "N", "N", "S"],
  "positions_angstrom": [[3.043, -0.309, 0.085], [-0.210, 1.122, -0.061], [-1.410, 0.251, -0.073], [-2.665, 0.874, -0.094], [-3.783, -0.024, -0.008], [-3.303, -1.296, 0.160], [4.929, 0.526, 0.157], [3.642, 1.666, -0.227], [-0.469, 2.154, -0.066], [-2.803, 1.957, -0.210], [-4.791, 0.300, 0.076], [-3.857, -2.228, 0.399], [3.930, 0.744, 0.161], [3.298, -1.581, -0.012], [2.128, -2.236, -0.113], [1.188, -1.384, -0.183], [1.702, -0.143, -0.024], [1.055, 1.034, 0.021], [-1.623, -1.427, 0.013]],
  "smiles": "Nc1nnnn1/N=C\\c1cccs1",
  "de_lowest_ev": 0.354,
  "lumo_energy_ev": -0.1
}

{
  "formula": "C6H6NO2P2",
  "method": "wB97M-V/def2-TZVPD",
  "species": ["C", "C", "C", "C", "C", "C", "N", "O", "O", "P", "P", "H", "H", "H", "H", "H", "H"],
  "positions_angstrom": [[0.497, 0.961, -1.765], [1.322, -0.106, -2.060], [-0.188, 0.973, -0.547], [0.015, -0.060, 0.385], [1.656, -1.242, -1.355], [-1.001, 2.118, 0.046], [-0.864, -2.227, 3.620], [-1.863, -0.443, 2.104], [2.317, -2.196, -1.662], [-1.275, -1.840, 2.123], [0.703, -1.545, 0.526], [0.533, 1.797, -2.540], [2.006, -0.075, -2.832], [-2.036, 1.978, -0.232], [-0.668, 3.044, -0.453], [-0.979, 1.948, 1.093], [-0.176, -3.085, 3.549]],
  "total_charge": -1,
  "smiles": "[H]/N=P(/[O-])=P1=C=C(C)C=CC1=O",
  "de_lowest_ev": 3.621,
  "lumo_energy_ev": [2.0, 2.7]
}